Entry 1:
A structure of composition C9H20BrNO5S. Source: the OMol25 dataset; level of theory: wB97M-V/def2-TZVPD.

Structure (XYZ):
```
37
Properties=species:S:1:pos:R:3:forces:R:3:nbo_charge:R:1
C -4.0477 3.6751 -1.8828 -0.18 -0.08 -0.05 -0.634
C -3.9194 2.4159 -1.0748 0.25 -0.05 0.09 0.011
O -5.1788 1.7115 -0.9610 0.06 0.08 0.07 -0.688
S -4.8581 0.3322 -0.2179 -0.06 0.00 -0.05 2.549
O -4.7751 0.5495 1.1808 -0.02 -0.07 0.00 -0.894
O -5.6820 -0.6720 -0.7735 -0.01 0.01 0.05 -0.873
O -3.3498 0.1949 -0.7728 0.07 0.07 -0.13 -0.700
C -3.0371 1.2926 -1.6336 -0.32 -0.18 -0.08 0.456
O -3.3179 0.9196 -2.9208 0.13 0.05 0.06 -0.684
Br -1.1608 1.6853 -1.4268 0.11 0.03 0.08 0.046
H -3.1713 4.2940 -1.7090 0.05 0.01 -0.07 0.247
H -4.1439 3.4918 -2.9541 -0.03 0.02 -0.01 0.203
H -4.9310 4.2201 -1.5575 0.00 0.04 0.03 0.248
H -3.5518 2.6322 -0.0698 -0.05 0.08 0.02 0.224
H -3.8576 1.5891 -3.3573 0.00 -0.01 0.00 0.490
C 3.6384 -0.7892 3.1536 -0.01 0.01 0.02 -0.616
C 2.4447 -0.9955 2.2346 -0.01 0.00 -0.01 -0.213
N 2.6669 -0.4901 0.8905 0.01 -0.04 0.00 -0.453
C 1.4529 -0.4092 0.0954 -0.03 0.06 -0.01 -0.205
C 0.7311 -1.7120 -0.2656 -0.01 0.01 -0.02 -0.638
C 3.8436 -1.0063 0.2082 0.03 0.01 -0.02 -0.215
C 3.9623 -2.5259 0.0364 0.02 0.01 -0.01 -0.638
H 3.9369 0.2601 3.1667 0.01 0.00 -0.02 0.210
H 3.3775 -1.0873 4.1697 0.00 0.01 0.00 0.212
H 4.4989 -1.3866 2.8499 0.00 -0.01 0.00 0.201
H 1.5882 -0.4482 2.6383 -0.01 -0.02 0.00 0.195
H 2.1625 -2.0603 2.2539 0.01 0.00 -0.01 0.158
H 1.6956 0.1314 -0.8248 0.01 -0.01 0.00 0.187
H 0.7542 0.2276 0.6466 0.01 -0.01 0.03 0.190
H 1.2603 -2.2766 -1.0323 0.02 -0.01 0.02 0.200
H -0.2631 -1.4833 -0.6545 0.00 0.00 0.00 0.216
H 0.6023 -2.3557 0.6056 0.00 0.01 0.00 0.205
H 4.7258 -0.6523 0.7463 -0.02 0.00 0.03 0.191
H 3.8840 -0.5229 -0.7714 -0.01 -0.02 0.00 0.194
H 3.7165 -3.0533 0.9596 0.02 0.00 0.01 0.204
H 4.9891 -2.7877 -0.2260 -0.01 0.00 -0.02 0.211
H 3.3137 -2.9082 -0.7501 -0.03 -0.01 0.03 0.204
```
Positions in Å, forces in eV/Å.

Its charge is 0. The calculation puts the gap between HOMO and LUMO at 8.37 eV. The total energy is -3758.04621 Eh.

Entry 2:
The molecule C6H10O at a distorted geometry. Source: the OMol25 dataset; level of theory: wB97M-V/def2-TZVPD.

Structure (XYZ):
```
17
Properties=species:S:1:pos:R:3:forces:R:3:nbo_charge:R:1
C -1.9555 -1.1485 0.2540 0.24 -0.08 0.35 -0.412
C -0.9457 -0.6176 0.9302 -0.22 -0.11 -0.11 -0.146
C 0.4459 -0.3984 0.4104 0.77 0.16 1.05 -0.334
C 0.8148 -1.2187 -0.8188 0.07 0.00 0.33 -0.597
C 0.6404 1.0759 0.1952 0.72 0.37 0.32 0.360
C 0.1140 1.8236 -0.7618 0.19 0.20 0.25 -0.540
O 1.5246 1.5355 1.1669 -0.54 0.43 -0.45 -0.698
H -1.8439 -1.5391 -0.7391 0.09 -0.09 -0.35 0.190
H -2.9281 -1.2577 0.7013 -0.20 0.07 0.10 0.201
H -1.1175 -0.2493 1.9344 -0.05 0.05 0.08 0.202
H 1.1752 -0.5242 1.2774 -0.88 -0.69 -1.12 0.239
H 0.6488 -2.2759 -0.6268 0.00 -0.11 -0.03 0.215
H 0.2200 -0.9229 -1.6778 -0.09 0.02 -0.10 0.207
H 1.8617 -1.0672 -1.0689 0.07 0.01 -0.04 0.219
H -0.5618 1.4069 -1.4820 -0.21 -0.18 -0.13 0.215
H 0.3411 2.8746 -0.8394 0.03 0.17 -0.04 0.199
H 1.5659 2.5030 1.1447 0.00 -0.22 -0.11 0.479
```
Positions in Å, forces in eV/Å.

Its SMILES is C=C[C@@H](C)C(=C)O. The relative energy (zero: lowest compared OMol25 entry of this formula, charge and spin) is 0.9800 eV. Its charge is 0. The calculation puts the gap between HOMO and LUMO at 9.76 eV. The total energy is -309.80636 Eh.

Entry 3:
A cluster of 2 separate species, C11H11NO3 in total at a distorted geometry. Source: the OMol25 dataset; level of theory: wB97M-V/def2-TZVPD.

Structure (XYZ):
```
26
Properties=species:S:1:pos:R:3:forces:R:3:nbo_charge:R:1
C 2.2718 1.8837 -0.2460 -0.11 -0.02 -0.04 -0.210
C 3.2465 1.0899 0.3381 -0.17 0.09 -0.10 -0.231
C 1.0333 1.3048 -0.4988 0.69 0.23 0.10 -0.269
C 2.9788 -0.2255 0.6357 0.44 0.06 0.15 -0.026
C 0.8360 -0.0074 -0.1726 -4.23 -1.36 -0.70 0.138
C -2.1344 0.6514 1.5572 0.16 -0.18 0.19 -0.440
C -1.7823 -0.6331 1.7375 -0.27 0.69 0.38 0.239
C -2.1336 1.2427 0.2298 0.08 -0.26 -0.37 0.559
C -1.9610 0.2096 -0.8811 -0.06 0.17 0.16 -0.594
C -1.0768 -0.9218 -0.4556 3.71 1.24 0.08 0.457
C -0.7595 -2.0005 -1.4509 -0.14 -0.11 0.35 -0.678
N 1.7693 -0.7938 0.3853 0.57 1.08 -0.14 0.059
O 1.5626 -2.0007 0.6720 -0.25 -1.14 0.26 -0.559
O -2.2985 2.4189 -0.0040 -0.03 0.04 0.00 -0.544
O -1.3360 -1.4505 0.7880 -0.25 -0.54 -0.36 -0.475
H 2.4594 2.9170 -0.4898 0.04 0.10 0.00 0.222
H 4.2216 1.4897 0.5676 0.09 -0.03 0.03 0.227
H 0.2380 1.8857 -0.9370 -0.15 0.03 -0.03 0.234
H 3.7031 -0.8845 1.0882 -0.08 -0.12 0.00 0.227
H -2.4215 1.2693 2.3913 -0.03 -0.02 0.15 0.243
H -1.8102 -1.1215 2.7028 0.02 -0.02 -0.04 0.207
H -2.9630 -0.1867 -1.1012 0.05 -0.04 0.00 0.248
H -1.5933 0.6808 -1.7925 0.03 -0.05 0.07 0.252
H -1.6661 -2.5489 -1.7114 -0.14 0.01 -0.04 0.215
H -0.0528 -2.6954 -1.0000 0.03 0.08 -0.04 0.269
H -0.3314 -1.5731 -2.3524 0.00 0.07 -0.04 0.228
```
Positions in Å, forces in eV/Å.

The relative energy (zero: lowest compared OMol25 entry of this formula, charge and spin) is 4.6431 eV. Its charge is 0. The calculation puts the gap between HOMO and LUMO (spin up / spin down) at 8.57 / 8.57 eV. The total energy is -706.09566 Eh.

Entry 4:
A cluster of 2 separate species, C2H4N2O2 in total at a distorted geometry. Source: the OMol25 dataset; level of theory: wB97M-V/def2-TZVPD.

Structure (XYZ):
```
10
Properties=species:S:1:pos:R:3:forces:R:3:nbo_charge:R:1
O -0.7673 -2.2726 0.2670 2.13 0.39 1.04 -0.392
N -1.7138 -2.5007 -0.4018 -2.60 1.29 -2.34 0.390
O -2.5493 -3.3393 -0.1726 -0.35 -0.54 -0.27 -0.381
H -1.9378 -1.7719 -1.2667 0.81 -1.55 1.85 0.357
C 0.4512 0.6672 0.2387 1.14 0.45 2.10 -0.754
C -0.5255 0.2819 -0.7167 0.82 -0.38 0.89 0.372
N -1.3585 -0.0244 -1.4181 -1.52 -0.16 -1.71 -0.412
H 1.1062 1.4195 -0.2646 -0.59 -0.14 1.05 0.265
H 1.1147 -0.1274 0.6645 -0.66 0.14 -1.11 0.282
H -0.1058 0.9475 1.1988 0.82 0.52 -1.50 0.274
```
Positions in Å, forces in eV/Å.

Its SMILES is O=[NH+][O-].CC#N. The relative energy (zero: lowest compared OMol25 entry of this formula, charge and spin) is 4.8824 eV. Its charge is 0. The calculation puts the gap between HOMO and LUMO at 11.66 eV. The total energy is -338.47377 Eh.

Entry 5:
A structure of composition C13H22BrClO4PTeV. Source: the OMol25 dataset; level of theory: wB97M-V/def2-TZVPD.

Structure (XYZ):
```
44
Properties=species:S:1:pos:R:3:forces:R:3:nbo_charge:R:1
V -0.3459 0.0386 -0.1310 0.43 -0.07 0.05 1.140
C 2.2176 -1.5400 2.3185 -0.02 -0.11 0.12 -0.641
C 2.6937 -0.4545 1.3895 0.01 0.15 -0.19 -0.063
O 1.8752 -0.3629 0.1861 -0.10 0.10 -0.25 -0.722
H 2.8709 -1.5864 3.1907 0.01 0.01 -0.02 0.243
H 2.2316 -2.5188 1.8358 0.02 0.02 -0.02 0.224
H 1.2024 -1.3563 2.6744 -0.01 0.05 -0.02 0.208
H 3.7195 -0.6168 1.0574 -0.01 -0.04 0.03 0.202
H 2.6584 0.5292 1.8498 -0.01 -0.01 0.03 0.190
H 2.0223 -1.1748 -0.3187 0.05 -0.08 0.05 0.514
Cl -1.1911 2.3735 0.8495 0.30 -0.06 0.02 0.062
C 0.4640 1.6889 0.7496 -0.50 0.02 0.17 -0.695
H 0.8725 1.6157 1.7516 0.01 0.01 0.01 0.229
H 1.0846 2.2745 0.0767 -0.03 0.02 0.01 0.249
C -4.9587 -2.8401 -2.7599 -0.07 -0.03 0.00 -0.637
C -3.8812 -2.7031 -1.7206 0.15 0.08 0.04 -0.055
O -2.8402 -1.7802 -2.2133 -0.06 -0.07 -0.05 -0.831
P -2.6521 -0.3523 -1.6415 0.06 -0.01 0.51 2.117
O -2.2491 -0.3267 -0.1415 -0.18 0.01 -0.56 -1.076
Te -0.7389 0.6564 -2.6598 0.11 -0.11 0.09 0.007
O -4.0372 0.3404 -1.8299 -0.09 0.12 -0.06 -0.830
C -4.2983 1.6974 -1.3314 0.11 -0.16 -0.01 -0.059
C -5.4429 2.2598 -2.1287 -0.03 0.01 0.01 -0.631
H -5.6766 -3.5941 -2.4347 0.00 0.00 0.00 0.234
H -4.5353 -3.1598 -3.7106 0.01 -0.01 0.00 0.228
H -5.4905 -1.9009 -2.9043 0.02 0.01 0.00 0.224
H -3.3454 -3.6321 -1.5391 -0.03 -0.01 -0.02 0.209
H -4.2544 -2.3246 -0.7682 -0.05 -0.02 -0.02 0.190
H -3.3815 2.2792 -1.4526 -0.04 0.05 0.00 0.192
H -4.5217 1.5993 -0.2702 -0.03 0.05 0.00 0.200
H -5.1746 2.3511 -3.1800 0.00 -0.01 -0.01 0.224
H -5.7038 3.2492 -1.7540 0.03 0.00 0.03 0.235
H -6.3200 1.6203 -2.0411 -0.01 0.00 0.00 0.227
Br 0.5031 -6.6250 -0.1580 0.01 -0.09 0.01 0.108
C 0.2589 -4.7622 -0.2300 0.00 0.16 -0.01 -0.091
C 0.8698 -4.0265 -1.2361 -0.02 -0.05 0.05 -0.236
C 0.6928 -2.6507 -1.2775 0.00 0.06 -0.08 -0.213
C -0.1001 -1.9938 -0.3338 -0.04 -0.02 0.03 -0.345
C -0.7299 -2.7603 0.6441 -0.03 0.07 0.08 -0.245
C -0.5396 -4.1347 0.7138 0.01 -0.05 -0.02 -0.213
H 1.4712 -4.5255 -1.9836 0.00 0.00 -0.01 0.242
H 1.1564 -2.1013 -2.0923 -0.01 0.01 0.02 0.217
H -1.3883 -2.3028 1.3762 0.00 0.02 0.00 0.226
H -1.0201 -4.7168 1.4886 -0.01 0.01 0.00 0.240
```
Positions in Å, forces in eV/Å.

Its charge is +1. The calculation puts the gap between HOMO and LUMO (spin up / spin down) at 7.06 / 7.82 eV. Its expectation value of S² is 0.811. The total energy is -5396.91179 Eh. Its spin multiplicity is 2.